Record 1
This record from the Open Molecules 2025 dataset describes 2 unconnected molecules or ions with the total composition CH9N2. The level of theory is ωB97M-V/def2-TZVPD.

```
12
CH9N2 | the Open Molecules 2025 dataset | ωB97M-V/def2-TZVPD
N -1.7295 -0.5280 -0.3484
H -2.2377 -0.9910 -1.1252
H -2.4428 0.1883 -0.2874
H -0.2849 0.2158 -0.5935
H -1.7701 -1.1539 0.4811
C 1.3476 0.1340 0.9016
N 0.7744 0.3882 -0.5016
H 1.1285 -0.9072 1.2771
H 2.3651 0.4205 0.6873
H 0.8686 0.9517 1.5138
H 1.1590 -0.1120 -1.2126
H 0.8216 1.3934 -0.7920
```

Values from the calculation:
charge = +1
highest occupied orbital energy = -15.9 eV
gap between HOMO and LUMO = 12.491 eV
ΔE to the lowest compared entry with this formula, charge and spin = 17.4 kcal/mol



Record 2
This record from the Open Molecules 2025 dataset describes 9 unconnected molecules or ions with the total composition C30H62BBr16Cl2P. The level of theory is ωB97M-V/def2-TZVPD.

```
112
C30H62BBr16Cl2P | the Open Molecules 2025 dataset | ωB97M-V/def2-TZVPD
C 7.3676 -2.9333 -0.2305
C 6.4351 -1.9589 -0.9624
C 5.7097 -1.0694 0.0605
C 5.2311 0.2688 -0.5041
C 3.9697 0.1527 -1.3596
C 2.7067 -0.1341 -0.5498
C 1.4315 -0.0584 -1.4226
B 0.4602 -1.2995 -1.4522
C -0.3032 -1.6155 -2.8223
Cl -1.9580 -0.9615 -2.5755
C -0.2811 -3.0544 -3.2847
C 1.1576 -3.5057 -3.4881
Cl -1.1840 -3.2358 -4.8427
P 0.3172 -2.2811 0.1042
C -1.0657 -3.5053 0.1203
C -0.6676 -4.8796 -0.4593
C 0.2578 -1.1004 1.5451
C -0.7618 -1.4083 2.6541
H 8.3339 -2.4585 -0.0527
H 7.5156 -3.8752 -0.7573
H 6.9394 -3.1730 0.7467
H 6.9965 -1.3164 -1.6450
H 5.6900 -2.5165 -1.5347
H 4.8572 -1.6298 0.4584
H 6.3751 -0.8885 0.9099
H 5.0411 0.9726 0.3132
H 6.0353 0.7035 -1.1066
H 4.1049 -0.6700 -2.0728
H 3.8205 1.0706 -1.9356
H 2.7883 -1.1273 -0.1010
H 2.6514 0.5905 0.2679
H 1.6998 0.2114 -2.4503
H 0.8055 0.7736 -1.0631
H 0.1183 -1.0146 -3.6306
H -0.8136 -3.7006 -2.5923
H 1.2036 -4.3439 -4.1806
H 1.7493 -2.6947 -3.9195
H 1.6057 -3.7973 -2.5353
H -1.3792 -3.6450 1.1513
H -1.9347 -3.0971 -0.4015
H -0.7070 -5.6457 0.3166
H -1.3387 -5.1964 -1.2587
H 0.3541 -4.8839 -0.8433
H 1.2600 -1.0630 1.9707
H 0.0702 -0.1067 1.1375
H -1.1761 -2.4097 2.5962
H -0.2784 -1.3301 3.6282
H -1.5715 -0.6861 2.6561
Br 10.0438 -5.4431 -2.5693
C 8.6629 -6.7808 -2.3111
C 7.6582 -6.7739 -3.4335
Br 6.4690 -5.2425 -3.3285
H 8.2042 -6.5708 -1.3497
H 9.1759 -7.7395 -2.2735
H 7.0232 -7.6548 -3.3740
H 8.1353 -6.7306 -4.4078
Br 11.9193 -8.5026 -4.7109
C 13.4796 -7.4564 -5.1990
C 13.2721 -5.9902 -4.9195
Br 12.0744 -5.1621 -6.2028
H 13.6684 -7.6519 -6.2497
H 14.3002 -7.8418 -4.5985
H 14.2156 -5.4550 -4.9973
H 12.8334 -5.8264 -3.9397
Br 0.4930 1.6641 4.1508
C -0.5764 3.2159 3.6582
C -1.9995 3.0876 4.1374
Br -3.0142 1.8181 3.0678
H -0.5192 3.3038 2.5777
H -0.0952 4.0722 4.1248
H -2.5155 4.0388 4.0454
H -2.0544 2.7436 5.1653
Br -3.7708 8.0596 3.3648
C -4.6718 6.6927 4.4139
C -4.3104 6.7629 5.8723
Br -2.5192 6.0865 6.2258
H -4.4155 5.7371 3.9665
H -5.7357 6.8787 4.2824
H -4.9834 6.1370 6.4536
H -4.3322 7.7794 6.2514
Br -3.5676 2.3440 -1.3631
C -4.8939 0.9301 -1.4470
C -6.1779 1.3894 -2.0821
Br -7.2054 2.5310 -0.8906
H -5.0291 0.5943 -0.4253
H -4.4461 0.1323 -2.0360
H -6.8176 0.5379 -2.3041
H -6.0060 1.9629 -2.9875
Br -9.6790 5.3690 3.6746
C -9.4230 5.8603 1.8102
C -8.3382 5.0396 1.1630
Br -6.5867 5.6086 1.7671
H -9.1839 6.9200 1.8032
H -10.3792 5.6895 1.3212
H -8.3440 5.1814 0.0845
H -8.4250 3.9826 1.3964
Br -8.1410 8.8487 3.9092
C -7.4994 10.5032 3.1141
C -7.7994 10.5706 1.6383
Br -6.6254 9.4087 0.6216
H -6.4331 10.5490 3.3145
H -8.0107 11.3053 3.6414
H -7.6308 11.5782 1.2656
H -8.8175 10.2654 1.4170
Br -4.3363 -1.3084 1.4320
C -5.6663 -2.7231 1.4077
C -6.9445 -2.2805 0.7438
Br -7.9637 -1.0570 1.8527
H -5.8208 -3.0178 2.4409
H -5.2213 -3.5462 0.8525
H -7.5898 -3.1361 0.5590
H -6.7521 -1.7608 -0.1904
```

Values from the calculation:
charge = 0
highest occupied orbital energy = -7.9 eV
SMILES string = CCCCCCCB([C@H](Cl)[C@H](C)Cl)P(CC)CC.BrCCBr.BrCCBr.BrCCBr.BrCCBr.BrCCBr.BrCCBr.BrCCBr.BrCCBr
gap between HOMO and LUMO = 8.173 eV



Record 3
This record from the Open Molecules 2025 dataset describes a molecular structure, C31H29Br2IrN2O3P2S. The level of theory is ωB97M-V/def2-TZVPD.

```
71
C31H29Br2IrN2O3P2S | the Open Molecules 2025 dataset | ωB97M-V/def2-TZVPD
Ir 1.2270 -0.2371 0.6826
Br 3.9154 -6.2469 1.4562
C 3.2459 -4.5226 1.2845
C 3.8225 -3.6229 0.3931
C 3.2664 -2.3695 0.2616
N 2.2072 -1.9875 0.9908
C 1.6711 -2.8360 1.8931
C 2.1560 -4.1155 2.0526
C 0.5560 -2.2545 2.6583
C 0.0374 -2.8129 3.8067
C -0.9819 -2.1506 4.4862
Br -1.6980 -2.8761 6.0389
C -1.4423 -0.9368 3.9882
C -0.8737 -0.4325 2.8398
N 0.1105 -1.0655 2.1849
H 4.6878 -3.8943 -0.1948
H 3.6694 -1.6329 -0.4215
H 1.7000 -4.8002 2.7528
H 0.4240 -3.7474 4.1865
H -2.2311 -0.3939 4.4888
H -1.2010 0.5020 2.4050
O 2.5067 3.2890 -0.5565
S 1.9794 1.9768 -0.6043
O 0.7108 1.7861 0.2225
O 2.8315 0.8477 -0.1044
C 1.5704 1.4574 -2.2395
C 2.1535 2.1251 -3.2953
C 1.9574 1.6474 -4.5919
C 1.2082 0.5067 -4.8028
C 0.6214 -0.1649 -3.7292
C 0.7803 0.3028 -2.4322
P -0.1063 -0.5420 -1.0890
C -0.5000 -2.2076 -1.5989
C -1.7825 -2.4787 -2.0892
C -2.0807 -3.7415 -2.5774
C -1.1120 -4.7351 -2.5773
C 0.1654 -4.4684 -2.0957
C 0.4727 -3.2109 -1.6095
C -1.6636 0.3109 -0.8147
C -2.5613 -0.2217 0.1128
C -3.8008 0.3695 0.2937
C -4.1512 1.4873 -0.4568
C -3.2632 2.0133 -1.3855
C -2.0167 1.4291 -1.5667
H 2.7646 2.9999 -3.1146
H 2.4054 2.1693 -5.4264
H 1.0711 0.1258 -5.8058
H 0.0303 -1.0525 -3.9162
H -2.5461 -1.7131 -2.0987
H -3.0705 -3.9467 -2.9616
H -1.3495 -5.7196 -2.9577
H 0.9215 -5.2419 -2.1105
H 1.4761 -3.0125 -1.2604
H -2.3126 -1.1231 0.6597
H -4.5073 -0.0564 0.9939
H -5.1305 1.9314 -0.3353
H -3.5500 2.8657 -1.9874
H -1.3354 1.8339 -2.3048
C 1.4197 4.9758 2.2633
P -0.1980 4.3882 1.7639
C -1.4204 4.6839 3.0511
C -0.6935 5.1118 0.2008
H 1.3356 6.0502 2.4633
H 2.1400 4.8136 1.4624
H 1.7495 4.4733 3.1715
H -1.7720 5.7161 2.9550
H -0.9635 4.5484 4.0303
H -2.2773 4.0198 2.9448
H -0.9020 6.1730 0.3709
H -1.5917 4.6258 -0.1789
H 0.1184 5.0152 -0.5193
```

Values from the calculation:
multiplicity = 2
charge = +3
highest occupied orbital energy (spin up / spin down) = -17.0 / -17.0 eV
<S²> = 0.75
gap between HOMO and LUMO (spin up / spin down) = 7.541 / 6.923 eV
ΔE to the lowest compared entry with this formula, charge and spin = 21.6 kcal/mol



Record 4
This record from the Open Molecules 2025 dataset describes C3H3F3O in the gas phase. The level of theory is ωB97M-V/def2-TZVPD.

```
10
C3H3F3O | the Open Molecules 2025 dataset | ωB97M-V/def2-TZVPD
C 1.3523 -0.0206 0.0922
C -0.0027 0.5365 0.0384
F -0.2062 1.6059 0.7947
O -0.7966 0.4609 -1.1600
C -1.2660 -0.4008 -0.1453
F -2.4443 -0.1015 0.3971
F -1.2184 -1.6615 -0.3600
H 1.8205 0.6428 -0.4988
H 1.1137 -1.0323 -0.3498
H 1.6477 -0.0294 1.1916
```

Values from the calculation:
charge = 0
highest occupied orbital energy = -10.5 eV
SMILES string = C[C@@]1(F)OC1(F)F
gap between HOMO and LUMO = 11.376 eV
ΔE to the lowest compared entry with this formula, charge and spin = 36.9 kcal/mol



So what do the calculations give for calculated total energy? Going down the list: -4156.5051, -1187807.3046, -214053.4409, -13357.8468 eV.
So what do the calculations give for max |F|? Going down the list: 0.084, 0.011, 0.028, 0.108 hartree/bohr.